106
Properties=species:S:1:pos:R:3:forces:R:3 method="wB97M-V/def2-TZVPD" e_tot_ha=-2001.082405 homo_ev="-10.5 / -10.5" spin_multiplicity=2 relative_energy_kj_mol=0.0 charge=+1 orbital_gap_ev="8.48 / 3.32"
N -0.76030 -1.68906 -2.87020 -1.36 -1.00 1.48
H -2.78254 -1.10172 -2.19552 0.75 0.21 0.76
H -4.98152 -1.83672 0.78320 -0.67 -0.44 0.32
H 4.98114 -0.71913 1.51132 -0.08 -0.28 -0.23
H -1.33198 -3.41936 -1.52883 0.54 1.15 0.57
C 0.35439 -3.94269 -2.78819 -1.25 1.28 -0.05
H 4.68972 -0.42824 -2.74861 0.21 0.11 0.07
O -1.56930 0.47080 -4.96815 0.25 -0.08 1.06
H 3.31108 -0.36748 5.35210 0.43 -0.27 -0.40
H -2.36196 2.02417 2.88629 -0.14 0.05 -0.24
H 1.77324 -5.15951 -0.98384 -0.37 0.11 0.14
C -6.58579 0.33470 -1.02830 0.95 -0.62 -0.02
O -1.44456 0.19806 3.35819 -0.18 0.61 -1.78
C -6.36065 1.83725 -1.21458 0.57 -0.64 0.19
H -3.02860 0.71905 -3.52941 -0.24 0.04 0.08
H 4.07073 -1.37355 -0.62293 -0.36 -0.32 -0.22
H -1.42482 0.94492 -2.91898 0.35 0.04 0.03
H 3.82139 -2.98880 1.50692 0.02 0.39 0.04
C -3.12634 3.78011 -1.78128 -2.48 -0.47 -0.53
H -2.91782 4.83708 -1.61563 0.24 0.09 -0.04
H 4.47231 1.46565 -0.41979 0.91 0.91 -0.32
H -0.76850 1.62706 4.72735 -0.02 0.06 0.11
O -5.69418 -0.17904 -0.06547 1.02 0.03 1.21
C -1.03208 3.22325 -1.04374 -0.37 0.34 0.79
H 3.06119 -0.75908 -2.97372 -0.89 0.50 0.38
C 2.52039 2.00160 -2.49647 -0.91 -0.24 1.00
O -2.42042 2.94519 -0.90841 0.53 0.09 0.06
H 6.55246 1.32133 1.63538 0.10 -0.58 -0.15
N 1.38572 -0.11213 4.65124 0.56 0.66 0.80
H 2.69067 -0.28878 -0.46543 -0.49 0.34 0.44
H 0.36692 -2.83704 -0.39458 0.27 0.18 -0.36
H -1.62320 2.57318 -4.62735 -0.63 -0.11 0.21
C 0.26719 -1.48385 1.02760 -0.75 0.88 0.58
H 0.12584 -0.51490 6.23952 -0.44 0.21 -0.10
H -2.84603 0.60837 1.83909 0.40 0.13 0.02
H 2.34679 1.86558 -1.42902 -0.75 0.47 0.20
O -0.02655 -2.75725 0.47744 -0.26 0.55 0.53
C -0.92441 -3.14075 -2.50062 0.11 -0.87 -1.96
H -6.52482 2.21958 -0.20712 -0.28 0.69 0.07
H -7.54413 0.06111 -0.58689 -0.75 0.48 -0.90
H -0.38365 -1.56150 -3.79862 0.60 -0.60 -0.16
H -1.43374 -0.46738 0.28525 -0.24 -0.09 -0.75
H 2.21653 -1.16003 6.34865 -0.64 -0.11 -0.08
H -2.38051 1.95232 -6.17328 -0.09 0.23 0.24
H 1.44888 -0.35755 3.67355 -0.31 0.25 -0.27
O 3.73430 1.33237 -2.73191 0.28 -1.96 -0.15
H -0.50799 2.71580 -0.23384 0.04 -0.32 -0.36
C -4.67642 3.57155 -1.64526 0.49 0.63 0.41
H -5.40515 -2.00021 -0.91011 -0.02 -0.44 -0.21
C 3.70287 -0.37537 -0.86047 1.39 -0.03 -1.32
C -2.58918 0.95918 2.83862 0.90 -0.99 1.24
C 5.52897 1.25626 2.00464 -0.54 2.43 0.92
C 0.04776 -0.40950 5.15744 0.13 0.35 -1.96
H 3.26155 -2.92113 5.13509 0.51 0.07 0.31
H 1.65333 1.59407 -3.01630 0.11 -0.38 -0.18
H 0.62884 -3.82007 -3.83592 0.25 0.08 -0.13
C -0.36621 -0.24910 0.31415 0.73 -1.61 0.29
N -5.01567 2.16991 -1.69888 0.37 -0.56 -0.15
H -0.87568 4.28913 -0.87779 0.10 0.26 -0.06
H -1.69190 -3.62992 -3.10043 -0.27 0.25 -0.78
C 5.58469 3.60934 2.57992 0.56 1.30 -0.19
C -1.05406 0.57774 4.65324 0.01 -1.82 0.94
H 4.58359 -3.68950 2.92947 0.04 0.13 0.33
C -2.08709 -1.08288 -3.03462 -0.55 -0.21 -1.34
N 4.61155 0.50922 -0.12664 -3.92 -0.82 0.69
H -4.30195 1.76611 -1.10925 -0.19 -0.73 0.21
H -2.67824 -1.66038 -3.74534 0.02 -0.33 -0.50
H 5.51443 1.11734 3.08565 0.33 -0.95 0.02
H 5.70023 3.40995 3.64528 0.14 -0.05 0.05
H -3.43354 0.71530 3.48335 -0.22 0.28 0.08
C 2.62129 -2.27701 4.53237 1.01 -0.77 0.88
H 6.51003 3.91434 2.09122 0.66 -0.45 0.30
H 5.00162 4.51761 2.42764 -0.50 -0.22 0.34
H 1.33801 -1.36166 1.19043 0.49 0.15 -0.35
H 0.18885 -5.00906 -2.63469 0.14 -0.04 0.42
H -0.14929 -1.43799 2.03385 -0.20 -0.39 0.09
H -0.33732 0.62629 0.96296 0.62 0.11 -0.10
H -7.05329 2.23819 -1.95458 -0.33 0.00 0.33
C -2.01933 0.31001 -3.57590 -0.47 1.75 -0.75
C 3.66314 -3.24121 2.55541 -0.63 0.56 0.51
O 0.27050 -0.02405 -0.93976 0.25 1.24 1.31
H -2.94139 3.48326 -2.81365 0.55 0.20 -0.28
C 3.71152 -0.10635 -2.39138 1.72 1.37 -0.19
C -1.58230 1.84635 -5.43861 0.39 -0.86 0.42
H 3.64611 0.30288 1.82806 -0.72 0.21 -0.70
C 2.17543 -4.21454 -1.34903 2.53 -0.35 1.45
H -0.63100 2.10252 -5.90499 0.10 -0.50 -0.31
H 2.88040 -3.99973 2.54790 -0.18 -0.01 0.22
O 1.30966 -3.35736 -1.93286 -0.95 0.39 -1.09
H 3.07898 -4.44682 -1.91271 -0.07 -0.20 -0.78
C -5.75283 -1.61100 0.04683 0.70 1.71 -1.03
H -0.05058 -0.66207 -1.58119 -0.37 -0.82 -0.88
H 2.58091 -3.60278 -0.54315 0.05 -0.52 0.72
C 4.59852 0.27907 1.29849 2.77 0.39 0.85
H 1.77718 -2.95187 4.39045 -0.81 0.57 -0.12
H 2.53592 3.06516 -2.73461 0.72 -0.13 -0.05
C 2.39257 -0.95143 5.29338 0.34 -0.37 -0.88
H -6.30477 -0.24281 -1.90898 -0.81 0.19 -0.76
H -0.65366 2.98832 -2.03858 0.07 -0.34 -0.04
H -1.90880 0.28232 5.26172 -0.26 0.83 0.66
H -5.04572 4.02104 -0.72348 0.15 0.15 0.54
O 4.96477 2.58787 1.89108 -1.21 -1.74 -1.49
H -5.17889 4.15562 -2.41629 0.12 -0.10 -0.40
O 3.26020 -2.05180 3.28668 0.48 -0.15 -1.20
H -0.15849 -1.35685 4.65935 -1.03 -0.51 0.71
H -6.78548 -1.93423 0.17818 0.12 -0.29 0.64

---

82
Properties=species:S:1:pos:R:3:forces:R:3 method="wB97M-V/def2-TZVPD" e_tot_ha=-5841.950954 homo_ev="-14.4 / -14.4" spin_multiplicity=2 relative_energy_kj_mol=20.8 charge=+2 orbital_gap_ev="7.51 / 8.04"
H -0.02000 -2.62154 4.48767 -0.08 -0.05 0.12
H -1.64996 -1.12230 -3.13920 0.02 -0.03 0.03
H 5.13529 1.15668 -4.20697 0.03 0.04 -0.01
C -0.24393 -1.33781 2.69828 -0.11 -0.15 0.22
H 3.58757 -1.53002 1.13508 0.06 0.07 0.02
C 2.76019 0.37429 -0.93494 0.16 0.04 0.04
H -1.14291 -0.77277 2.83402 -0.07 -0.03 0.06
C -4.01594 -0.10942 1.17668 -0.08 -0.05 0.15
N -0.90337 1.93837 -0.98227 0.27 -0.09 0.08
H -0.16419 4.14161 -3.40597 0.04 0.02 -0.06
H -2.37149 -4.61159 1.69823 -0.03 0.00 0.02
H -2.40664 2.16435 0.42973 -0.03 0.03 -0.04
N 0.56554 -1.18246 1.58505 0.26 0.25 0.15
H 2.94602 0.59316 0.10657 0.00 -0.01 -0.05
C 0.52156 5.10617 4.74179 -0.06 -0.05 -0.01
O -1.68351 0.98292 4.18885 -0.01 -0.01 0.10
H 4.27708 -0.02030 -5.20724 -0.01 -0.01 -0.06
H -0.34265 -4.22385 -1.45165 0.05 0.13 0.05
H -3.14223 -3.04302 -3.84275 -0.01 0.03 -0.02
H -4.83989 -0.69518 0.76743 -0.01 0.02 0.05
C 1.60330 -1.99965 1.76954 0.06 -0.09 -0.20
N 1.48512 0.11887 -1.27565 0.05 -0.04 -0.10
C -0.29314 2.52472 -2.02219 0.13 0.10 -0.23
As -0.96227 -1.93144 -0.81341 0.02 -0.18 -0.05
Cr -0.00908 0.28889 0.18682 -0.15 0.33 -0.11
H -3.65081 -0.58720 2.08279 -0.03 0.01 0.03
C 3.54493 0.16209 -3.19991 -0.09 -0.01 0.11
Cl -3.76777 4.53352 -0.17415 0.05 -0.02 -0.03
H 0.48867 5.85243 5.52128 -0.01 0.04 0.05
H -1.36938 4.22012 5.30040 -0.06 0.00 0.06
H 0.83298 -2.90991 -3.30830 -0.03 0.04 -0.06
H -3.01735 -1.33747 -2.06721 0.06 -0.03 0.01
C 0.29852 -2.25067 3.53450 -0.10 0.11 0.01
H 0.21322 -0.29551 -2.84401 0.06 0.01 0.00
C -0.43346 3.26594 3.61661 0.00 -0.01 -0.02
C 0.44586 2.12551 1.78938 -0.21 -0.15 0.26
C -1.64894 -4.23238 0.97672 0.04 0.00 -0.04
C -0.70261 3.72907 -2.56748 -0.02 -0.14 0.11
H 0.57439 2.03122 -2.43207 -0.09 0.09 0.04
C 1.68497 4.13265 2.85650 -0.13 -0.09 -0.01
H 4.79450 0.60029 -1.49867 0.07 0.01 0.03
H -2.36000 -2.22179 1.24636 0.04 0.00 -0.04
C -2.41346 3.79983 -0.93601 0.03 -0.01 -0.04
C 2.78371 -2.22433 0.89897 0.00 -0.05 -0.10
H 2.11544 -2.53908 -2.15906 0.01 0.03 -0.01
C 1.30633 -3.23163 -2.38193 0.02 0.02 -0.01
C 2.22080 -0.08310 -3.55094 -0.05 0.00 0.16
H -3.23581 0.36323 -0.55036 0.00 0.02 -0.01
C -2.39743 -3.15794 -3.05672 0.03 0.02 0.05
H 2.52485 4.10497 2.17792 0.04 -0.01 -0.03
O -2.92072 -0.07887 0.24515 0.19 0.07 -0.22
H -2.14139 5.33128 -2.42018 -0.03 0.06 -0.03
C -0.52639 4.19394 4.62754 0.06 0.04 -0.02
H -2.79915 -3.86791 -2.33333 -0.01 -0.02 0.02
H 2.51871 -2.11054 -0.14743 0.05 0.02 0.03
H 0.81677 -3.60984 -0.30532 -0.06 0.01 -0.06
H -3.08378 -3.03125 -0.12247 0.08 0.01 0.05
H -4.34417 0.89833 1.42699 -0.02 -0.01 -0.01
C 3.79386 0.38998 -1.84597 -0.12 0.00 -0.02
C 0.30993 -3.37008 -1.24253 -0.19 -0.19 0.04
H -1.53400 -4.99546 0.20930 0.01 0.01 -0.01
O -2.78903 2.54571 2.63543 -0.02 0.06 0.05
C 1.60616 5.07695 3.87317 0.00 -0.04 -0.03
C 4.64482 0.18391 -4.20638 0.01 0.02 -0.03
C 0.64410 3.22576 2.74235 0.04 0.02 0.03
C 1.24488 -0.10890 -2.57489 -0.09 -0.03 -0.15
C -2.09397 -1.80721 -2.41464 -0.06 0.01 0.00
N -0.65629 1.42137 1.91953 0.05 0.05 0.04
H 2.39890 5.79984 3.99355 0.04 0.04 0.00
H -0.69889 -4.12475 1.50004 0.05 0.00 0.02
C -1.93999 2.59415 -0.44090 -0.26 0.12 0.05
H -1.51171 -3.60053 -3.50790 0.04 -0.03 -0.01
H 2.12234 -3.32101 3.30248 -0.01 0.01 -0.01
H 1.94402 -0.26254 -4.57952 -0.02 -0.02 -0.05
H 1.75982 -4.20409 -2.57645 0.01 0.00 0.00
O 1.20937 1.76333 0.83716 0.27 -0.37 -0.23
H 5.40145 -0.55802 -3.95468 0.04 -0.03 0.01
H 3.16559 -3.23448 1.04482 0.01 0.00 -0.01
S -1.58757 1.99310 3.18406 -0.10 -0.01 -0.16
C -1.78995 4.39009 -2.02550 -0.03 -0.14 0.15
N 1.46025 -2.65771 2.93105 -0.01 0.12 -0.09
C -2.14662 -2.90308 0.42735 -0.08 0.09 -0.02

---

147
Properties=species:S:1:pos:R:3:forces:R:3 method="wB97M-V/def2-TZVPD" smiles="CCCCCCCCN(CCCCCCCC)C(=S)SCCC[C@H]1C[C@@](CC=O)(CNC)OC1=O.CO.CO.CO.CO.CO.CO.CO.CO.CO.CO" e_tot_ha=-3386.868673 homo_ev=-8.5 charge=0 orbital_gap_ev=8.23
O -2.12780 -3.49905 7.09094 -0.08 0.07 0.21
H -3.30574 -2.88428 3.40928 0.10 -0.30 -0.02
C -0.80820 1.21142 -0.40555 -2.43 0.23 -0.57
O -4.44036 0.62956 4.55936 0.12 0.02 -0.23
H -3.84983 -1.33497 2.81980 -0.17 0.00 0.06
C -5.42986 -1.77632 0.50868 -0.20 -0.23 -0.17
H 2.25451 -3.42956 -4.79747 0.01 0.02 -0.01
H 3.87243 3.00802 2.82027 -0.09 0.12 0.19
C 2.15341 2.41543 -4.01556 -0.47 -0.10 0.24
S -0.91659 -3.26071 0.02630 0.30 -0.28 -0.20
H -2.61604 -1.94704 -1.01546 0.04 0.17 0.29
C 2.56295 -4.60432 1.94729 0.04 -0.49 -0.24
H 0.44515 -4.98966 2.19141 -0.07 -0.12 -0.15
H -1.94331 -0.34083 3.23348 -0.07 0.14 -0.06
H -5.03656 0.73032 5.30149 -0.09 -0.01 0.15
H 2.26587 3.32444 -0.34409 -0.14 0.08 -0.12
H -1.12528 6.70093 2.91988 -0.06 0.01 0.03
H 0.62028 -2.54285 2.35055 0.01 0.17 -0.09
H -6.41596 -0.42567 -3.81442 -0.14 -0.14 -0.14
H -1.99877 -7.61311 -0.22986 0.02 -0.03 0.00
H -4.06572 -3.65898 7.85622 -0.01 0.01 0.03
H 1.72401 -2.70596 3.71238 0.04 0.25 0.08
C -5.70871 -1.85264 -1.00045 -0.06 0.28 -0.04
C 0.14478 2.28785 2.00398 -0.17 0.14 0.13
H -2.34844 7.48507 1.89219 -0.02 0.00 0.05
H -6.11328 1.79909 -3.72539 -0.20 0.12 -0.15
O 6.19229 3.83268 0.34062 -0.10 0.10 -0.10
C 6.74432 4.89230 -0.43712 -0.03 -0.08 0.15
H 6.91202 3.27233 0.63349 0.10 -0.12 0.10
H -4.53197 2.70685 -2.03004 0.03 0.04 0.21
H 0.81164 2.43404 2.85424 0.14 -0.08 0.08
C -3.02807 -3.57567 8.19063 0.07 -0.06 -0.14
H -3.31906 2.93113 -3.29210 0.09 -0.04 0.15
C -4.48535 1.82829 3.78639 -0.11 -0.07 0.15
H -5.01514 -3.31706 1.94846 0.05 -0.16 0.17
H 9.00743 6.78182 -6.16020 -0.01 0.02 -0.01
H -6.38834 -1.87452 1.01416 -0.10 0.37 0.21
H 4.39336 5.12037 -4.01470 -0.01 -0.01 0.01
H 3.25053 -3.82032 2.26226 0.04 0.15 0.04
C -1.38724 -7.49604 -1.12833 -0.02 0.14 -0.02
H -0.40041 -1.94262 -2.98256 0.28 0.07 -0.06
O 0.90118 1.73469 -4.13984 0.23 -0.05 -0.17
O 8.10480 5.71734 -4.60260 0.05 0.22 -0.07
H 2.15948 0.34407 0.05728 0.08 -0.12 -0.07
H 1.58359 -5.27271 0.15300 -0.10 -0.10 -0.09
C 2.35381 -4.55918 0.43993 0.09 0.27 0.07
C 0.85895 -3.15122 3.22102 0.05 -0.43 -0.24
H 3.06481 -5.54576 2.17508 0.07 -0.07 0.06
H -1.76250 -8.16499 -1.89944 0.00 -0.02 -0.02
C -4.46070 0.42576 -3.70054 -0.56 -0.11 0.12
H 7.48398 7.41918 -5.52013 -0.02 0.01 -0.01
C 1.81764 -4.20729 -4.17601 -0.06 0.01 0.11
H -4.76600 3.90108 -3.32707 -0.17 0.08 0.09
O -0.37667 7.68136 1.23346 -0.03 0.14 0.21
C 5.31187 4.61169 -3.72878 -0.25 -0.31 0.07
O -2.02144 1.32410 -0.60047 2.97 -0.18 0.10
H -1.90232 -2.10789 5.04409 0.02 0.10 0.24
C -5.83922 -0.50425 -1.72594 0.03 -0.20 -0.02
H 1.36490 -4.38050 -2.29460 -0.04 -0.05 0.15
O -1.63198 3.78722 2.63056 1.50 -0.36 -1.19
H 4.16993 2.77470 0.56691 0.26 -0.13 -0.34
H 3.43460 -0.70581 -1.43175 -0.07 -0.07 -0.02
C 3.69666 2.03964 2.34670 0.00 -0.16 -0.32
H -0.33212 4.27255 1.15014 -0.09 0.14 -0.01
H -0.61219 -0.58363 0.64187 -0.21 -0.39 -0.24
H -4.99433 -0.81256 0.76154 0.10 0.10 0.16
O 4.92474 3.39445 -3.07942 -0.07 0.28 -0.06
N 3.43529 2.16945 0.90946 -0.18 0.60 0.31
H -1.13916 -5.57252 -0.96528 -0.05 0.15 0.17
H -6.65711 -2.37056 -1.13597 0.06 -0.39 -0.15
H -5.16346 -1.59268 -3.45315 0.02 -0.15 -0.07
C 0.35208 -0.82668 -1.32369 -0.23 0.15 -0.52
H 2.08522 3.72324 1.37919 -0.11 0.30 -0.05
H -1.26141 8.46990 2.88598 0.03 0.03 -0.01
C 8.42509 6.94736 -5.25089 0.00 -0.13 0.07
O 5.21467 -0.75204 -2.50507 -0.15 -0.14 -0.09
H 2.00722 3.49804 -4.06258 0.14 0.01 -0.01
H -2.21282 -4.30496 6.57865 0.03 -0.11 -0.12
H 2.78872 2.10280 -4.83886 -0.01 -0.04 -0.02
S -2.43818 -5.11715 1.67431 0.01 -0.14 0.14
C -4.39011 2.90854 -3.08615 0.18 0.00 -0.37
N -3.16325 -2.53678 1.30958 -0.09 -0.59 -0.14
C -0.67174 3.54582 1.90519 -1.43 0.43 1.21
H 2.44611 -5.09967 -4.23165 0.02 0.02 -0.03
H 5.88076 5.25382 -3.06005 0.05 0.09 -0.05
H 0.34428 2.01484 -3.41091 -0.11 0.07 0.10
C -2.28108 -3.62801 1.05319 -0.23 0.22 0.11
H -0.47295 -1.16165 4.81761 0.24 0.08 -0.12
C -1.33264 7.56641 2.28629 0.08 -0.09 -0.14
C -0.02218 -0.04069 -0.08480 0.39 0.62 0.59
H 8.92896 5.29114 -4.36210 0.11 -0.10 0.02
H -2.91726 -2.65532 8.75768 0.01 0.03 0.01
O 0.04851 2.28545 -0.38297 -0.46 -0.04 0.22
H -2.00091 -3.21091 -2.05545 -0.08 -0.08 -0.07
C -0.32027 -3.22772 4.18892 0.57 0.24 -0.11
H 5.90346 4.41310 -4.61891 0.05 0.05 -0.07
H -0.97404 -4.03899 3.87104 -0.24 -0.02 -0.05
H -4.15688 2.69283 4.36640 0.04 0.02 -0.03
H 4.57303 1.41794 2.50208 0.13 -0.07 0.02
H 5.72602 2.93773 -2.82187 0.14 -0.09 0.07
H -1.07678 -1.43555 2.21041 0.22 -0.17 -0.02
C 1.26882 -4.54527 2.74745 0.15 0.23 0.54
H 7.43562 5.49960 0.15199 0.00 0.02 -0.02
H 1.39145 -5.15244 3.64673 -0.04 -0.13 0.09
H -3.80613 1.69896 2.95091 0.08 0.00 -0.09
H 2.86264 1.54556 2.83569 -0.09 -0.07 0.12
C 0.95097 2.00745 0.73679 0.21 -0.11 0.05
C 3.80254 -0.95297 -2.43144 0.21 0.08 0.03
H -5.17997 0.21615 -1.24536 0.09 0.18 0.04
C -1.08675 -1.92656 4.34440 -0.57 -0.27 0.05
H -2.79526 -4.42054 8.84440 -0.01 0.02 0.02
C -5.04760 1.83359 -3.94028 0.41 -0.22 0.25
H 1.30642 0.09774 1.61230 0.42 -0.22 0.01
H 5.37798 0.17364 -2.32420 0.05 0.18 0.04
H -4.93878 -2.44982 -1.48674 0.16 -0.05 -0.07
H 5.91654 5.51684 -0.76096 -0.02 -0.01 0.00
C -4.56298 -2.92299 1.03709 -0.32 0.11 0.04
H 7.26346 4.51202 -1.31930 0.02 0.03 -0.04
H 0.87714 -0.13221 -1.98351 0.14 -0.03 -0.13
H 0.09363 -3.51238 5.15596 -0.16 -0.12 0.20
H 1.08217 -1.59436 -1.07076 0.01 -0.13 0.15
H -4.58525 -3.73858 0.31907 0.13 -0.08 -0.11
O -1.46924 -6.17359 -1.64160 0.10 -0.15 -0.13
H 3.61084 -2.00266 -2.63408 -0.04 -0.02 0.05
H -1.45999 -0.65079 -2.49729 0.05 0.25 -0.03
C -3.06239 -2.07709 2.71350 0.03 0.65 -0.23
C -1.73626 -1.39797 3.06902 -0.10 0.29 0.15
C 1.24452 0.51168 0.60819 -0.85 0.13 0.27
C -0.79656 -1.42329 -2.11406 -0.34 -0.44 0.01
H 3.26776 -0.34548 -3.16758 -0.02 -0.02 0.00
H -6.86265 -0.15457 -1.61014 -0.06 0.26 0.21
H -0.43741 6.89225 0.69476 -0.02 -0.12 -0.14
H 2.63617 2.15996 -3.07171 0.15 0.06 -0.02
C 2.18689 2.90857 0.65692 0.45 -0.44 -0.18
H 0.82305 -4.45066 -4.55861 0.01 0.02 -0.02
H -5.49076 2.01547 3.39816 0.03 0.00 -0.03
H -4.89910 2.07911 -4.98889 -0.27 0.14 -0.15
O 1.75416 -3.69731 -2.84666 -0.02 -0.03 -0.12
H -3.68847 0.47117 -2.93709 0.35 0.04 0.03
C -5.51328 -0.58623 -3.22827 0.17 0.07 0.03
H 3.26410 -4.80356 -0.10117 0.13 0.00 -0.06
H -0.51725 1.46753 2.27756 -0.14 -0.12 -0.05
H 2.03700 -3.56961 0.11611 -0.09 0.09 -0.10
H -4.02213 0.05201 -4.62280 0.21 0.00 -0.06
H -0.35548 -7.77599 -0.89501 -0.01 -0.03 0.01
H 8.97774 7.61840 -4.58880 -0.01 0.02 -0.01
C -1.70553 -2.41915 -1.37178 -0.13 0.16 -0.12